# C23H52FN7O8P

4 unconnected molecules or ions with the total composition C23H52FN7O8P at a distorted geometry (wB97M-V/def2-TZVPD, the Open Molecules 2025 dataset).

The calculation puts the gap between HOMO and LUMO at 6.5 eV. The calculation puts the total energy at -2333.58430 hartree. Its charge is +1.

```
92
Properties=species:S:1:pos:R:3:forces:R:3:mulliken_charge:R:1
N 3.147 -2.628 1.751 0.11 0.14 -0.27 -0.642
P 3.462 -1.279 1.090 0.46 -0.95 0.50 0.319
N 2.046 -0.198 1.300 -0.01 0.28 -0.10 0.076
C 1.913 1.111 1.105 0.34 -0.17 -0.04 -0.276
N 0.676 1.456 1.423 -0.37 0.36 -0.02 0.144
C -0.021 0.345 1.844 0.31 -0.15 -0.02 -0.033
C -1.437 0.281 2.343 -0.26 0.18 0.67 0.010
O -1.651 0.140 3.506 -0.03 -0.14 -0.39 -0.378
N -2.437 0.314 1.335 0.21 -0.20 -0.39 -0.103
C -2.843 -0.929 0.834 -0.34 0.30 0.01 0.618
O -3.096 -1.917 1.424 0.31 0.18 -0.15 -0.455
F -2.919 -0.815 -0.511 -0.21 -0.29 0.31 -0.135
C 0.845 -0.692 1.763 -0.29 -0.13 0.17 -0.254
H 3.760 -2.874 2.518 -0.21 -0.11 0.16 0.296
H 3.547 -1.294 -0.301 -0.18 0.27 -0.10 0.112
H 4.519 -0.525 1.605 -0.10 0.49 -0.18 0.065
H 2.690 1.778 0.770 -0.03 0.06 -0.01 0.467
H 0.309 2.397 1.381 0.04 0.07 -0.02 0.240
H -2.253 0.974 0.586 0.06 -0.02 -0.08 0.250
H 0.694 -1.730 2.008 0.19 -0.07 -0.01 0.622
C 9.578 0.631 6.208 0.06 -0.06 0.02 -0.719
O 8.708 -0.436 6.532 -0.07 0.10 -0.12 -0.352
C 7.885 -0.211 7.669 0.05 -0.09 0.11 -0.801
C 6.433 -0.102 7.265 -0.05 0.05 -0.08 -0.189
N 6.190 1.118 6.506 0.02 -0.17 -0.13 -0.266
C 4.878 1.208 5.889 0.09 0.15 0.04 -0.998
C 4.506 0.171 4.837 -0.20 -0.03 0.02 -0.182
O 5.255 0.263 3.630 -0.01 -0.10 -0.11 -0.392
C 6.515 -0.399 3.648 -0.01 0.04 -0.09 -0.695
H 10.253 0.270 5.435 0.00 0.00 -0.01 0.242
H 9.041 1.508 5.827 -0.01 0.01 0.05 0.303
H 10.170 0.938 7.074 0.01 0.02 0.00 0.352
H 8.207 0.685 8.206 -0.04 0.04 -0.01 0.409
H 7.998 -1.067 8.339 0.04 0.01 0.00 0.400
H 5.810 -0.089 8.164 -0.02 0.01 0.00 0.379
H 6.185 -1.013 6.702 -0.02 -0.03 0.07 0.152
H 6.902 1.208 5.792 0.03 0.06 0.04 0.085
H 4.799 2.194 5.424 -0.03 0.01 0.01 0.406
H 4.121 1.169 6.679 -0.01 -0.03 0.01 0.428
H 3.463 0.353 4.556 0.01 -0.01 -0.02 0.225
H 4.554 -0.853 5.226 0.08 0.01 0.02 0.345
H 6.494 -1.282 4.290 0.02 0.00 0.02 0.344
H 7.320 0.260 3.976 -0.01 -0.02 0.05 0.181
H 6.741 -0.711 2.626 -0.01 -0.01 0.00 0.355
C -4.907 -3.750 -1.578 -0.05 0.04 -0.13 -0.332
O -5.698 -3.125 -2.573 0.20 -0.10 0.09 -0.402
C -5.056 -2.037 -3.224 -0.23 0.23 0.03 -0.417
C -4.699 -2.362 -4.655 0.05 -0.17 -0.02 -0.326
N -3.618 -3.336 -4.722 -0.07 -0.03 0.04 -0.298
C -3.344 -3.859 -6.057 0.14 0.02 0.07 -0.685
C -4.439 -4.651 -6.759 -0.03 0.04 -0.16 -0.490
O -4.727 -5.896 -6.158 0.03 -0.03 0.09 -0.422
C -5.659 -5.868 -5.096 -0.02 -0.07 -0.04 -0.520
H -5.542 -4.437 -1.023 -0.07 0.02 -0.04 0.289
H -4.079 -4.320 -2.015 0.04 0.03 0.06 0.256
H -4.498 -3.010 -0.885 0.02 -0.05 0.05 -0.019
H -4.166 -1.725 -2.666 0.05 -0.07 -0.01 0.138
H -5.760 -1.200 -3.221 0.01 0.01 0.00 0.364
H -4.374 -1.442 -5.154 -0.02 0.00 -0.03 0.438
H -5.615 -2.704 -5.154 -0.02 0.08 -0.02 0.201
H -3.836 -4.110 -4.108 0.00 -0.01 -0.01 0.071
H -2.470 -4.509 -5.980 0.02 0.01 -0.02 0.376
H -3.061 -3.020 -6.701 -0.02 0.02 -0.01 0.392
H -4.076 -4.883 -7.764 -0.02 -0.01 -0.01 0.354
H -5.360 -4.068 -6.883 0.00 0.01 0.07 0.350
H -6.407 -5.083 -5.238 0.00 0.02 0.02 0.273
H -5.178 -5.724 -4.123 -0.02 0.05 -0.01 0.165
H -6.164 -6.833 -5.080 0.00 0.00 0.00 0.292
C -2.980 6.539 -1.603 0.02 0.05 -0.03 -0.691
O -2.035 6.000 -2.508 -0.10 -0.07 0.02 -0.345
C -0.967 5.289 -1.914 0.11 0.07 -0.04 -0.822
C -1.055 3.814 -2.239 -0.11 -0.03 -0.04 -0.219
N -2.189 3.189 -1.570 0.09 0.02 0.01 -0.143
C -2.479 1.824 -2.003 -0.01 0.00 0.25 -0.632
C -2.870 1.562 -3.452 0.08 -0.14 -0.12 -0.576
O -4.123 2.089 -3.810 -0.07 0.08 0.06 -0.419
C -4.139 3.445 -4.218 -0.04 -0.03 -0.05 -0.570
H -3.641 7.183 -2.178 -0.01 0.00 -0.01 0.246
H -3.584 5.763 -1.117 0.03 0.00 0.03 0.281
H -2.492 7.138 -0.829 0.00 0.01 0.01 0.346
H -0.952 5.450 -0.831 -0.02 -0.03 0.03 0.408
H -0.034 5.682 -2.328 0.00 0.03 0.02 0.406
H -0.132 3.320 -1.911 0.01 -0.03 -0.03 0.291
H -1.106 3.723 -3.331 0.07 -0.01 0.00 0.213
H -3.011 3.761 -1.723 -0.01 0.01 0.02 0.121
H -3.302 1.465 -1.379 -0.03 -0.04 -0.07 0.398
H -1.601 1.205 -1.771 0.00 -0.02 -0.08 0.335
H -2.958 0.478 -3.571 0.03 0.00 0.02 0.226
H -2.094 1.892 -4.154 -0.01 0.09 0.03 0.376
H -3.210 3.722 -4.725 0.02 0.01 0.00 0.312
H -4.305 4.129 -3.380 0.06 0.00 0.01 0.161
H -4.966 3.564 -4.916 0.00 0.00 0.00 0.293
```
Forces are in eV/Å.

=====

# C23H53ClP2SiTl

A molecular structure, C23H53ClP2SiTl at a distorted geometry (wB97M-V/def2-TZVPD, the Open Molecules 2025 dataset).

The calculation puts the gap between HOMO and LUMO at 5.0 eV. The calculation puts the total energy at -2512.86624 hartree. Its charge is -1.

```
81
Properties=species:S:1:pos:R:3:forces:R:3:mulliken_charge:R:1
Tl -0.342 0.794 0.394 -1.48 -0.61 -4.75 0.182
P 0.273 1.479 3.696 -0.50 -0.10 1.49 0.550
C 1.015 3.171 4.173 0.30 -0.24 0.09 0.486
C -1.280 1.375 4.845 0.39 0.06 0.07 0.495
C 1.564 0.305 4.441 -0.06 0.10 0.09 0.409
C 0.652 4.221 3.116 0.20 0.20 -0.19 -1.234
H 2.110 2.999 4.120 -0.41 0.02 -0.07 0.331
C 0.705 3.711 5.572 -0.03 0.01 0.38 -1.510
H -0.351 3.992 5.656 0.10 -0.07 -0.01 0.255
H 1.290 4.620 5.786 -0.09 -0.17 -0.19 0.434
H 0.923 3.003 6.387 -0.11 0.15 -0.40 0.245
H 1.008 3.924 2.118 -0.11 0.12 0.37 0.202
H 1.115 5.196 3.349 -0.15 -0.28 0.00 0.447
H -0.431 4.372 3.055 0.12 -0.01 0.02 0.204
H 2.516 0.723 4.071 -0.21 -0.11 -0.04 0.424
C 1.381 -1.100 3.851 0.21 0.02 -0.20 -1.077
C 1.661 0.221 5.967 0.41 0.70 0.47 -1.481
H 1.976 1.182 6.442 -0.27 -0.60 -0.42 0.272
H 2.414 -0.522 6.277 -0.17 0.09 -0.20 0.492
H 0.716 -0.073 6.424 -0.07 -0.01 -0.04 0.182
H 1.373 -1.113 2.747 0.06 0.03 0.60 0.064
H 0.433 -1.525 4.181 -0.07 -0.03 -0.06 -0.072
H 2.172 -1.777 4.219 -0.13 0.23 -0.16 0.512
C -2.347 2.270 4.202 -0.14 0.42 0.18 -1.487
H -1.117 1.716 5.886 0.34 -0.03 -0.47 0.502
C -1.827 -0.054 4.901 0.09 -0.42 0.04 -1.371
H -2.042 3.329 4.114 -0.04 -0.45 0.07 0.239
H -3.279 2.252 4.796 0.32 -0.05 -0.16 0.466
H -2.576 1.893 3.206 -0.06 0.02 -0.09 0.187
H -1.990 -0.409 3.877 -0.01 -0.11 0.15 0.078
H -2.799 -0.084 5.422 0.24 0.15 -0.14 0.474
H -1.167 -0.770 5.427 -0.20 0.42 -0.24 0.204
Cl -2.322 -0.119 1.321 -2.91 -1.11 1.77 -0.603
H 0.397 2.540 0.974 3.12 -2.87 0.66 -0.012
H 1.042 1.632 1.140 0.71 4.85 1.23 0.088
P 0.289 0.502 -4.503 -0.07 -0.04 0.18 0.346
C 1.945 -0.195 -5.049 -0.25 0.21 0.07 0.521
C -0.936 -0.459 -5.545 0.44 0.31 -0.03 0.686
C 0.364 2.192 -5.308 0.04 -0.31 0.10 0.448
C 2.433 -1.162 -3.962 0.36 0.00 -0.06 -1.443
H 2.606 0.692 -5.038 -0.18 -0.28 0.06 0.353
C 2.038 -0.821 -6.443 0.45 -0.05 -0.06 -1.412
H 1.449 -1.741 -6.521 0.09 0.13 0.01 0.224
H 3.095 -1.082 -6.616 -0.28 -0.07 -0.10 0.440
H 1.734 -0.147 -7.255 0.03 -0.20 0.28 0.240
H 2.413 -0.698 -2.967 -0.06 -0.13 -0.26 0.346
H 3.470 -1.465 -4.180 -0.20 -0.03 0.09 0.442
H 1.820 -2.071 -3.918 0.07 0.18 0.00 0.254
H 1.382 2.532 -5.041 -0.33 -0.05 0.01 0.313
C -0.642 3.122 -4.615 0.22 0.29 0.00 -1.446
C 0.249 2.254 -6.831 0.15 0.44 -0.09 -1.358
H 1.048 1.707 -7.349 -0.25 0.15 0.22 0.221
H 0.338 3.313 -7.121 -0.10 -0.25 -0.16 0.479
H -0.716 1.884 -7.193 0.13 0.05 0.05 0.168
H -0.531 3.091 -3.522 -0.05 -0.07 -0.30 0.325
H -1.676 2.862 -4.859 0.14 0.03 0.05 0.235
H -0.467 4.158 -4.944 -0.12 -0.17 0.06 0.451
C -1.011 -1.911 -5.049 0.22 -0.32 -0.67 -1.628
H -0.538 -0.418 -6.571 -0.38 -0.23 0.07 0.352
C -2.335 0.171 -5.491 -0.07 0.11 -0.70 -1.634
H -0.060 -2.471 -5.157 -0.45 0.42 0.09 0.276
H -1.765 -2.453 -5.647 0.21 0.12 0.23 0.410
H -1.308 -1.958 -4.007 -0.04 0.06 0.20 0.370
H -2.671 0.307 -4.467 -0.02 0.00 0.17 0.355
H -3.046 -0.503 -5.999 0.13 0.19 0.19 0.433
H -2.404 1.149 -6.009 0.15 -0.52 0.32 0.270
C -2.447 -3.959 1.546 0.48 -0.04 -0.09 -0.841
Si -0.556 -3.987 1.336 -0.11 0.58 0.12 -0.004
C 0.240 -4.539 2.974 -0.18 0.03 -0.22 -0.979
C -0.100 -5.274 0.002 0.11 0.01 -0.08 -0.966
C 0.055 -2.262 0.942 1.23 0.01 -1.46 -0.418
C 0.647 -1.293 0.405 -0.82 -1.56 1.53 0.075
H -2.849 -4.926 1.863 0.09 0.00 0.00 0.309
H -2.935 -3.675 0.610 0.05 0.04 0.04 0.277
H -2.711 -3.205 2.289 -0.02 0.04 -0.02 0.206
H -0.084 -5.544 3.264 -0.02 0.00 -0.05 0.347
H 1.329 -4.547 2.894 -0.01 0.04 -0.02 0.284
H -0.032 -3.856 3.785 0.02 -0.02 -0.10 0.250
H -0.535 -5.050 -0.977 -0.05 0.19 0.13 0.275
H 0.981 -5.348 -0.159 -0.04 0.16 0.12 0.279
H -0.435 -6.290 0.254 -0.08 0.22 0.20 0.290
```
Forces are in eV/Å.

=====

# C23H54BrInO11

A molecular structure, C23H54BrInO11 at a distorted geometry (wB97M-V/def2-TZVPD, the Open Molecules 2025 dataset).

The calculation puts the gap between HOMO and LUMO at 2.5 eV. The calculation puts the total energy at -4500.29133 hartree. Its charge is -2.

```
90
Properties=species:S:1:pos:R:3:forces:R:3:mulliken_charge:R:1
C -1.394 -0.580 1.032 -0.57 0.57 0.07 -0.962
C -1.692 0.632 1.919 0.18 0.33 -0.29 -0.343
C -0.501 1.566 2.189 -0.38 0.47 0.80 -0.634
O 0.208 1.264 3.337 0.50 -0.03 -0.39 -0.615
In 1.393 -0.482 3.237 -0.11 -1.10 0.43 0.829
C 3.094 -0.055 4.701 -0.19 0.99 -0.17 -1.236
C 2.560 0.768 5.813 -0.70 -0.95 -0.98 0.358
C 1.343 0.164 6.471 0.16 0.54 0.59 -1.184
Br 4.001 0.877 7.282 0.39 0.48 0.59 -0.454
C 0.163 -2.184 4.062 -0.85 -0.40 0.57 0.182
O -0.818 -1.901 4.818 0.42 0.34 -0.34 -0.616
O 0.497 -3.360 3.763 0.40 0.14 -0.30 -0.652
H -1.029 -1.417 1.614 0.17 -0.20 -0.05 0.220
H -0.695 -0.297 0.250 0.29 -0.13 -0.05 0.193
H -2.320 -0.848 0.519 -0.07 -0.40 0.00 0.353
H -2.096 0.330 2.882 0.06 -0.15 0.19 0.201
H -2.467 1.254 1.453 -0.10 -0.04 -0.24 0.427
H -0.938 2.576 2.331 -0.01 0.11 -0.09 0.266
H 0.135 1.656 1.290 0.03 -0.21 -0.18 0.231
H 2.035 -0.831 1.606 0.07 0.39 -0.08 -0.451
H 3.831 0.523 4.141 0.31 -0.14 0.03 0.307
H 3.534 -0.970 5.084 -0.07 -0.31 -0.18 0.391
H 2.358 1.788 5.509 0.27 0.28 0.19 0.256
H 1.054 0.743 7.349 0.03 0.00 0.19 0.317
H 0.496 0.195 5.792 -0.06 -0.23 -0.23 0.336
H 1.555 -0.856 6.765 -0.17 -0.27 -0.03 0.292
C -3.864 -0.169 -4.688 -0.01 0.02 -0.12 -0.706
O -3.331 1.143 -4.715 -0.03 -0.12 0.09 -0.406
C -3.164 1.689 -3.411 0.06 0.26 -0.25 -0.537
C -1.725 1.624 -2.956 0.00 -0.11 0.40 -0.484
O -1.304 0.286 -2.768 -0.07 -0.07 -0.25 -0.274
C -0.503 -0.203 -3.823 0.05 0.04 0.04 -0.793
H -3.788 -0.584 -5.692 0.00 0.04 -0.02 0.221
H -3.314 -0.814 -4.000 -0.03 0.01 0.03 0.293
H -4.921 -0.143 -4.401 0.01 -0.09 0.06 0.377
H -3.809 1.175 -2.693 0.03 -0.04 0.03 0.310
H -3.475 2.738 -3.457 0.00 -0.01 0.03 0.385
H -1.640 2.127 -1.987 0.01 0.02 -0.01 0.393
H -1.071 2.143 -3.665 -0.04 0.00 -0.06 0.301
H 0.489 0.261 -3.790 0.03 -0.05 -0.07 0.317
H -0.964 -0.018 -4.799 0.02 0.03 -0.01 0.361
H -0.390 -1.278 -3.689 0.01 0.01 0.11 0.240
C -0.316 5.308 10.152 0.03 0.06 0.01 -0.705
O 1.073 5.493 10.341 -0.10 -0.07 -0.02 -0.381
C 1.816 4.286 10.175 0.20 0.26 0.10 -0.581
C 2.497 4.218 8.829 -0.05 -0.35 -0.14 -0.279
O 1.552 4.117 7.778 -0.09 0.19 0.11 -0.188
C 1.341 5.327 7.085 0.01 -0.08 -0.04 -0.884
H -0.779 6.294 10.110 0.03 0.02 0.03 0.238
H -0.530 4.779 9.220 -0.01 -0.04 0.02 0.304
H -0.748 4.754 10.993 -0.05 -0.05 -0.05 0.324
H 1.170 3.415 10.315 -0.02 -0.01 -0.05 0.315
H 2.580 4.271 10.959 0.00 -0.03 0.00 0.372
H 3.114 3.316 8.792 0.04 -0.03 -0.02 0.191
H 3.152 5.083 8.683 -0.04 0.06 0.03 0.331
H 2.211 5.568 6.462 -0.01 0.07 0.00 0.293
H 1.144 6.158 7.771 0.03 0.02 0.00 0.377
H 0.476 5.191 6.438 0.03 -0.07 -0.03 0.270
C -5.998 -3.641 -6.485 0.04 0.10 0.02 -0.838
O -4.667 -3.591 -6.011 -0.11 -0.13 -0.10 -0.257
C -4.329 -4.697 -5.185 0.25 0.30 0.05 -0.497
C -3.501 -5.716 -5.932 -0.16 -0.29 0.10 -0.532
O -4.248 -6.346 -6.967 0.02 0.13 -0.08 -0.376
C -3.949 -5.837 -8.252 -0.02 -0.05 0.03 -0.681
H -6.108 -2.867 -7.244 0.03 0.03 0.03 0.245
H -6.233 -4.610 -6.932 -0.02 -0.01 0.03 0.370
H -6.702 -3.433 -5.671 -0.05 -0.06 -0.03 0.322
H -5.229 -5.161 -4.772 -0.01 -0.04 -0.03 0.336
H -3.738 -4.309 -4.351 -0.02 -0.03 0.02 0.382
H -3.194 -6.500 -5.233 0.03 0.03 0.01 0.370
H -2.597 -5.251 -6.336 -0.01 0.05 -0.01 0.326
H -2.955 -6.167 -8.574 0.01 0.07 -0.04 0.321
H -3.993 -4.745 -8.273 0.03 0.01 0.00 0.276
H -4.691 -6.232 -8.945 0.00 -0.05 0.03 0.239
C 3.534 1.029 -4.360 -0.06 0.04 0.11 -0.846
O 3.459 -0.279 -3.828 0.12 0.11 -0.25 -0.286
C 3.474 -1.277 -4.833 -0.14 -0.14 0.39 -0.426
C 4.832 -1.932 -4.942 0.03 -0.02 -0.34 -0.656
O 5.818 -1.026 -5.422 0.02 0.04 0.12 -0.377
C 6.648 -0.520 -4.391 0.00 0.02 -0.04 -0.701
H 3.703 1.719 -3.536 -0.04 -0.06 0.06 0.253
H 4.356 1.126 -5.076 -0.02 0.00 -0.03 0.369
H 2.589 1.294 -4.848 0.05 0.05 -0.07 0.334
H 3.167 -0.862 -5.799 0.05 0.01 -0.03 0.369
H 2.742 -2.037 -4.543 0.00 -0.02 -0.03 0.354
H 4.771 -2.753 -5.664 -0.02 -0.02 0.03 0.377
H 5.129 -2.351 -3.977 -0.03 0.04 0.04 0.354
H 7.331 -1.298 -4.033 -0.01 0.02 0.07 0.323
H 6.062 -0.140 -3.552 0.00 -0.03 0.02 0.312
H 7.235 0.297 -4.809 0.00 -0.03 -0.05 0.234
```
Forces are in eV/Å.